{
  "formula": "C27H32BN9OReSSi2",
  "method": "wB97M-V/def2-TZVPD",
  "s2": 0.76,
  "max_force_ev_per_a": 0.094,
  "spin_multiplicity": 2,
  "relative_energy_ev": 0.000,
  "lumo_ev": [0.12, -0.21],
  "gap_ha": [0.262, 0.256],
  "species": ["Re", "C", "C", "N", "N", "C", "B", "N", "C", "C", "C", "N", "N", "C", "C", "C", "N", "N", "C", "C", "C", "N", "H", "H", "H", "H", "H", "H", "H", "H", "H", "H", "H", "H", "C", "Si", "C", "C", "C", "C", "C", "C", "C", "Si", "C", "C", "H", "H", "H", "H", "H", "H", "H", "H", "H", "H", "H", "H", "H", "H", "H", "H", "O", "N", "C", "C", "C", "C", "C", "S", "H", "H", "H", "H"],
  "positions_angstrom": [[0.585, 0.224, -0.352], [-2.256, 1.437, -3.419], [-1.097, 0.793, -2.988], [-0.976, 0.900, -1.668], [-2.021, 1.634, -1.230], [-2.811, 1.957, -2.270], [-2.019, 2.198, 0.219], [-2.011, 1.032, 1.225], [-2.893, 0.647, 2.167], [-2.376, -0.443, 2.830], [-1.141, -0.668, 2.227], [-0.918, 0.215, 1.258], [-0.681, 2.981, 0.394], [-0.458, 4.217, 0.870], [0.900, 4.455, 0.849], [1.453, 3.277, 0.348], [0.493, 2.396, 0.085], [-3.168, 3.193, 0.355], [-3.286, 4.341, -0.365], [-4.431, 4.978, 0.032], [-4.963, 4.134, 1.025], [-4.208, 3.069, 1.211], [-2.637, 1.508, -4.422], [-0.363, 0.249, -3.553], [-3.708, 2.533, -2.125], [-3.807, 1.195, 2.297], [-2.824, -0.996, 3.635], [-0.423, -1.439, 2.443], [-1.274, 4.840, 1.193], [1.414, 5.349, 1.154], [2.484, 3.025, 0.175], [-2.550, 4.613, -1.105], [-4.825, 5.909, -0.336], [-5.862, 4.258, 1.607], [2.174, -1.456, 2.529], [1.603, -1.840, 0.753], [3.133, -2.518, -0.142], [0.496, -3.359, 0.898], [0.721, -4.455, 1.735], [-0.141, -5.540, 1.719], [-1.234, -5.543, 0.859], [-1.459, -4.463, 0.020], [-0.600, -3.360, 0.035], [-0.740, -1.850, -1.092], [-0.208, -2.520, -2.783], [-2.602, -1.525, -1.141], [3.250, -1.268, 2.550], [1.975, -2.304, 3.189], [1.683, -0.575, 2.945], [3.382, -3.476, 0.323], [4.023, -1.889, -0.078], [2.922, -2.708, -1.197], [1.574, -4.467, 2.407], [0.034, -6.386, 2.374], [-1.909, -6.391, 0.847], [-2.315, -4.483, -0.646], [-0.773, -3.432, -2.993], [0.851, -2.785, -2.747], [-0.355, -1.841, -3.623], [-3.112, -2.470, -1.349], [-2.922, -0.810, -1.899], [-2.955, -1.179, -0.166], [2.403, 0.623, 0.704], [3.558, 0.600, 0.019], [4.681, 0.722, 0.764], [5.912, 0.706, 0.177], [5.992, 0.558, -1.214], [4.841, 0.436, -1.947], [3.582, 0.455, -1.323], [2.091, 0.312, -2.161], [4.495, 0.818, 1.823], [6.793, 0.802, 0.793], [6.954, 0.534, -1.707], [4.862, 0.315, -3.020]]
}

{
  "formula": "C3H4O3",
  "method": "wB97M-V/def2-TZVPD",
  "max_force_ev_per_a": 0.536,
  "relative_energy_ev": 3.802,
  "lumo_ev": -0.17,
  "gap_ha": 0.309,
  "species": ["C", "C", "C", "O", "O", "O", "H", "H", "H", "H"],
  "positions_angstrom": [[-0.115, 0.720, 0.250], [-0.518, 0.110, -0.950], [1.106, -0.954, 0.173], [-1.019, 1.282, 1.133], [0.299, -0.751, -1.426], [2.271, -0.803, 0.252], [-1.781, 0.703, 1.239], [0.817, 1.267, 0.248], [-1.518, 0.202, -1.388], [0.457, -1.777, 0.469]]
}

{
  "formula": "CH5ClNP",
  "method": "wB97M-V/def2-TZVPD",
  "max_force_ev_per_a": 5.310,
  "relative_energy_ev": 2.099,
  "lumo_ev": -0.33,
  "gap_ha": 0.344,
  "species": ["C", "P", "Cl", "H", "H", "N", "H", "H", "H"],
  "positions_angstrom": [[1.842, -1.728, 1.035], [0.936, -0.338, 0.532], [2.410, 0.950, -0.142], [1.298, -2.406, 1.611], [2.972, -1.691, 0.801], [-0.438, 3.162, -0.691], [-0.392, 3.646, -1.506], [0.272, 2.572, -0.518], [-0.102, 3.849, 0.013]]
}

{
  "formula": "C5H6S",
  "method": "wB97M-V/def2-TZVPD",
  "max_force_ev_per_a": 1.097,
  "relative_energy_ev": 0.553,
  "lumo_ev": 1.02,
  "gap_ha": 0.332,
  "species": ["C", "C", "C", "C", "C", "S", "H", "H", "H", "H", "H", "H"],
  "positions_angstrom": [[-0.316, -0.891, 1.526], [-0.710, -1.112, 0.261], [-0.068, -0.297, -0.813], [-0.132, 1.231, -0.706], [1.071, 0.514, -0.161], [1.148, 0.171, 1.596], [-0.808, -1.206, 2.455], [-1.463, -1.828, -0.032], [0.011, -0.644, -1.858], [-0.827, 1.698, -0.008], [0.048, 1.787, -1.597], [2.046, 0.576, -0.665]]
}

{
  "formula": "C42H59Cl2N4O2P3ReS",
  "method": "wB97M-V/def2-TZVPD",
  "s2": 3.80,
  "max_force_ev_per_a": 3.020,
  "spin_multiplicity": 4,
  "total_charge": 2,
  "lumo_ev": [-6.76, -7.51],
  "gap_ha": [0.192, 0.165],
  "species": ["Re", "C", "P", "C", "N", "C", "C", "C", "C", "C", "C", "N", "C", "P", "C", "C", "C", "C", "C", "C", "C", "C", "C", "H", "H", "H", "H", "H", "H", "H", "H", "H", "H", "H", "H", "H", "H", "H", "H", "H", "H", "H", "H", "H", "H", "H", "H", "H", "H", "H", "H", "S", "C", "N", "Cl", "C", "C", "C", "C", "C", "Cl", "C", "N", "C", "C", "C", "C", "C", "C", "C", "C", "O", "O", "H", "H", "H", "H", "H", "H", "H", "H", "H", "H", "C", "C", "C", "P", "C", "C", "C", "C", "C", "C", "H", "H", "H", "H", "H", "H", "H", "H", "H", "H", "H", "H", "H", "H", "H", "H", "H", "H", "H", "H", "H"],
  "positions_angstrom": [[-1.245, -0.348, -0.650], [-4.389, 0.823, 0.611], [-2.964, 1.396, -0.324], [-2.265, 2.745, 0.650], [-3.124, 3.589, 1.172], [-2.660, 4.673, 1.750], [-3.495, 5.720, 2.214], [-2.881, 6.764, 2.790], [-1.453, 6.862, 3.029], [-0.649, 5.973, 2.462], [-1.244, 4.886, 1.782], [-0.350, 4.010, 1.325], [-0.869, 2.915, 0.762], [0.229, 1.617, 0.049], [0.836, 2.459, -1.474], [1.793, 1.491, 1.094], [2.652, 2.780, 1.154], [2.594, 0.477, 0.395], [1.421, 1.106, 2.548], [-3.514, 2.088, -1.981], [-4.958, 1.666, -2.361], [-3.370, 3.592, -1.920], [-2.483, 1.636, -2.963], [-5.100, 1.603, 0.903], [-4.130, 0.156, 1.423], [-4.934, 0.174, -0.092], [-4.549, 5.639, 2.182], [-3.497, 7.604, 3.190], [-1.047, 7.720, 3.617], [0.459, 5.918, 2.522], [1.547, 3.235, -1.201], [0.024, 2.837, -2.118], [1.442, 1.714, -2.075], [3.060, 3.108, 0.180], [3.603, 2.413, 1.583], [2.290, 3.601, 1.769], [3.029, 0.997, -0.477], [1.996, -0.329, -0.026], [3.331, 0.081, 1.067], [0.794, 1.900, 2.990], [2.291, 0.886, 3.123], [0.785, 0.215, 2.648], [-5.738, 1.940, -1.612], [-4.956, 0.595, -2.525], [-5.147, 2.218, -3.266], [-3.969, 4.181, -1.204], [-3.514, 4.087, -2.898], [-2.369, 3.912, -1.535], [-2.350, 0.561, -3.039], [-1.516, 2.075, -2.805], [-2.832, 1.906, -3.949], [-4.101, -2.112, -3.942], [-3.134, -1.716, -2.763], [-2.512, -1.350, -1.768], [6.319, -0.412, -4.618], [6.934, -0.675, -2.985], [8.278, -0.403, -2.723], [8.778, -0.456, -1.385], [7.910, -0.876, -0.394], [6.595, -1.159, -0.717], [5.549, -1.502, 0.661], [6.061, -1.063, -1.971], [4.704, -1.243, -2.336], [3.910, -2.355, -2.037], [4.317, -3.483, -1.403], [3.552, -4.600, -1.361], [2.271, -4.654, -1.889], [1.845, -3.483, -2.482], [2.593, -2.373, -2.569], [2.035, -1.239, -3.401], [0.616, -0.846, -3.069], [-0.282, -0.681, -3.834], [0.409, -0.694, -1.680], [8.820, -0.061, -3.608], [9.806, -0.237, -1.198], [8.129, -0.912, 0.630], [4.606, -0.927, -3.290], [5.345, -3.538, -0.982], [3.943, -5.448, -0.831], [1.685, -5.532, -1.962], [0.858, -3.491, -2.996], [2.041, -1.410, -4.491], [2.636, -0.310, -3.245], [-4.458, -2.792, 2.044], [-3.479, -2.650, 0.868], [-3.361, -3.870, -0.071], [-1.743, -1.964, 1.204], [-0.363, -3.187, 0.947], [1.005, -2.498, 1.077], [-0.396, -4.459, 1.811], [-1.413, -1.445, 3.000], [-1.865, -0.008, 3.230], [-2.118, -2.271, 4.060], [-5.422, -3.124, 1.711], [-4.548, -1.845, 2.555], [-4.124, -3.572, 2.762], [-3.840, -1.811, 0.240], [-3.095, -4.750, 0.445], [-2.726, -3.612, -0.944], [-4.355, -4.053, -0.418], [-0.494, -3.480, -0.112], [1.427, -2.793, 2.017], [0.977, -1.410, 1.206], [1.622, -2.758, 0.202], [-1.178, -5.147, 1.460], [-0.664, -4.211, 2.889], [0.607, -4.899, 1.775], [-0.333, -1.514, 3.150], [-2.957, 0.036, 3.262], [-1.455, 0.674, 2.455], [-1.566, 0.385, 4.166], [-3.066, -1.980, 4.387], [-1.548, -2.301, 4.978], [-2.197, -3.317, 3.792]]
}

{
  "formula": "C50H41BrCsF9N6O5SSe",
  "method": "wB97M-V/def2-TZVPD",
  "max_force_ev_per_a": 1.538,
  "total_charge": -2,
  "relative_energy_ev": 1.325,
  "lumo_ev": 1.64,
  "gap_ha": 0.110,
  "species": ["Cs", "C", "N", "C", "C", "C", "N", "C", "C", "F", "C", "F", "C", "C", "F", "C", "F", "H", "H", "H", "H", "H", "H", "H", "H", "H", "H", "H", "N", "C", "C", "C", "C", "C", "C", "N", "C", "C", "C", "S", "C", "N", "H", "H", "H", "H", "H", "H", "H", "F", "C", "C", "F", "C", "F", "C", "Se", "C", "F", "C", "F", "C", "C", "C", "O", "H", "H", "H", "H", "H", "H", "Br", "C", "C", "C", "C", "C", "C", "C", "O", "O", "H", "H", "H", "H", "C", "O", "C", "C", "C", "C", "C", "C", "N", "C", "C", "C", "C", "C", "C", "C", "O", "H", "H", "H", "H", "H", "H", "H", "H", "H", "H", "H", "H", "H"],
  "positions_angstrom": [[0.308, 0.353, 1.786], [0.362, -1.569, 5.784], [1.975, -2.406, 4.035], [1.267, -3.668, 4.077], [3.413, -2.535, 3.836], [3.865, -3.435, 2.696], [3.368, -2.941, 1.448], [3.935, -3.266, 0.314], [3.463, -2.634, -0.891], [2.435, -1.770, -0.787], [4.032, -2.839, -2.117], [3.549, -2.173, -3.194], [5.102, -3.709, -2.313], [5.552, -4.377, -1.190], [6.577, -5.261, -1.331], [5.006, -4.190, 0.057], [5.505, -4.961, 1.078], [0.292, -0.788, 6.542], [0.277, -2.534, 6.281], [-0.446, -1.447, 5.065], [1.589, -4.321, 4.911], [1.447, -4.191, 3.140], [0.196, -3.494, 4.151], [3.897, -2.908, 4.764], [3.800, -1.533, 3.626], [3.547, -4.473, 2.887], [4.964, -3.435, 2.758], [5.543, -3.853, -3.287], [2.208, 3.388, 4.484], [2.275, 4.186, 3.364], [2.292, 5.561, 3.175], [2.433, 6.008, 1.875], [2.561, 5.117, 0.800], [2.548, 3.749, 0.987], [2.398, 3.282, 2.291], [2.389, 1.988, 2.764], [2.280, 2.080, 4.055], [2.250, 0.922, 4.980], [2.833, 1.170, 6.291], [2.773, 0.257, 7.649], [1.719, -1.449, 5.089], [1.800, -0.161, 4.457], [2.055, 3.694, 5.427], [2.203, 6.255, 4.003], [2.451, 7.073, 1.679], [2.678, 5.520, -0.198], [2.677, 3.046, 0.171], [3.427, 2.078, 6.363], [2.492, -1.555, 5.876], [-7.352, -4.855, -2.521], [-6.057, -4.517, -2.348], [-5.433, -4.707, -1.130], [-6.134, -5.247, -0.112], [-4.112, -4.346, -0.957], [-3.575, -4.557, 0.254], [-3.329, -3.781, -1.978], [-1.554, -3.279, -1.745], [-4.000, -3.636, -3.205], [-3.341, -3.153, -4.263], [-5.323, -3.977, -3.389], [-5.918, -3.793, -4.585], [-3.731, -0.078, 3.392], [-2.786, -1.021, 2.670], [-3.334, -1.715, 1.460], [-1.651, -1.180, 3.067], [-4.668, 0.048, 2.854], [-3.240, 0.890, 3.506], [-3.932, -0.478, 4.388], [-4.270, -2.222, 1.706], [-2.616, -2.428, 1.057], [-3.543, -0.957, 0.700], [-5.267, 6.360, 0.247], [-3.932, 5.232, -0.538], [-3.627, 5.405, -1.876], [-2.633, 4.609, -2.427], [-1.984, 3.655, -1.658], [-2.319, 3.479, -0.323], [-3.292, 4.295, 0.248], [-1.662, 2.417, 0.564], [-1.199, 2.804, 1.649], [-1.693, 1.233, 0.135], [-4.143, 6.148, -2.469], [-2.361, 4.735, -3.468], [-1.206, 3.051, -2.100], [-3.523, 4.190, 1.300], [-4.515, 0.639, -3.107], [-3.113, 0.666, -3.001], [-2.384, 0.046, -3.963], [-2.895, -0.419, -5.166], [-2.059, -1.059, -6.070], [-0.723, -1.257, -5.771], [-0.210, -0.784, -4.576], [-1.021, -0.097, -3.685], [-0.521, 0.383, -2.455], [0.658, 0.933, -2.203], [1.610, 1.514, -3.037], [1.461, 1.780, -4.430], [2.411, 2.449, -5.133], [3.591, 2.901, -4.476], [3.778, 2.705, -3.150], [2.812, 1.989, -2.334], [2.996, 1.814, -1.119], [-4.882, -0.368, -3.324], [-4.877, 1.327, -3.880], [-4.898, 0.968, -2.142], [-3.940, -0.290, -5.412], [-2.475, -1.436, -6.996], [-0.084, -1.796, -6.457], [0.824, -0.954, -4.306], [-1.148, 0.303, -1.643], [0.930, 0.973, -1.147], [0.557, 1.466, -4.932], [2.280, 2.638, -6.191], [4.343, 3.425, -5.057], [4.665, 3.068, -2.646]]
}

{
  "formula": "C5H9N3O3P",
  "method": "wB97M-V/def2-TZVPD",
  "max_force_ev_per_a": 4.223,
  "total_charge": -1,
  "relative_energy_ev": 0.284,
  "lumo_ev": 3.49,
  "gap_ha": 0.325,
  "species": ["N", "C", "C", "N", "C", "N", "C", "C", "P", "O", "O", "O", "H", "H", "H", "H", "H", "H", "H", "H", "H"],
  "positions_angstrom": [[2.352, -0.988, -1.062], [1.808, 0.098, -0.227], [0.811, 1.019, -0.860], [-0.575, 0.603, -0.760], [-1.433, 0.319, -1.745], [-2.490, -0.318, -1.386], [-2.436, -0.371, 0.010], [-1.275, 0.091, 0.510], [-0.757, 0.236, 2.262], [0.044, 1.466, 2.408], [-1.866, -0.158, 3.159], [0.247, -1.124, 2.232], [2.444, -0.678, -2.008], [1.627, -1.671, -1.119], [2.533, 0.745, 0.013], [1.430, -0.479, 0.552], [0.915, 2.137, -0.715], [1.114, 0.955, -1.915], [-1.063, 0.703, -2.753], [-3.310, -0.861, 0.520], [-0.121, -1.724, 2.885]]
}

{
  "formula": "C2H7N",
  "method": "wB97M-V/def2-TZVPD",
  "max_force_ev_per_a": 1.714,
  "relative_energy_ev": 1.046,
  "lumo_ev": 1.13,
  "gap_ha": 0.428,
  "species": ["C", "N", "H", "H", "H", "C", "H", "H", "H", "H"],
  "positions_angstrom": [[-2.312, 1.697, -2.104], [-2.404, 0.725, -1.273], [-1.427, 2.373, -2.104], [-3.177, 1.880, -2.837], [-3.322, 0.321, -1.510], [2.531, -1.409, 1.937], [1.466, -1.323, 1.780], [2.803, -2.377, 2.342], [2.721, -0.720, 2.727], [3.120, -1.168, 1.042]]
}